This record from OMol25 describes H27MnO15P as an isolated structure at a distorted geometry. The level of theory is ωB97M-V with the def2-TZVPD basis set.

Last column: natural (NBO) charge in e.
Atoms and positions in Å:
O (2.5801, 2.3252, -0.3709)  -0.7557
H (2.2450, 2.3412, -1.2806)  0.5361
H (2.0010, 1.6223, 0.1243)  0.5742
H (2.5419, 3.2009, 0.0649)  0.5744
O (-1.7341, 2.8507, -0.9091)  -0.7635
H (-1.3818, 1.8746, -0.9854)  0.5574
H (-0.9986, 3.4695, -0.7180)  0.5567
H (-2.2401, 2.8173, -0.0647)  0.5576
O (0.8344, -3.5432, 1.4258)  -0.7800
H (0.9204, -4.0993, 0.6293)  0.5713
H (1.7011, -3.3006, 1.8069)  0.5727
H (0.2496, -2.6943, 1.2944)  0.5638
O (-2.9900, -1.3006, 0.1110)  -0.7733
H (-3.1910, -0.9705, -0.7996)  0.5782
H (-1.9800, -1.3368, 0.2507)  0.5579
H (-3.4172, -0.6716, 0.7232)  0.5638
O (-0.0697, 2.2852, 3.0811)  -0.7691
H (-0.0875, 3.2403, 2.8738)  0.5569
H (-0.9635, 2.0046, 3.3700)  0.5603
H (0.1854, 1.7140, 2.2384)  0.5582
Mn (0.4533, 0.0407, -2.5622)  1.6544
P (0.1504, -0.1756, 0.1347)  2.5705
O (0.7625, 0.9854, 1.0147)  -1.2343
O (-0.8323, 0.3583, -0.9938)  -1.2821
O (-0.3671, -1.3359, 1.0073)  -1.1890
O (1.2427, -0.5989, -0.8685)  -1.2373
O (3.0645, 0.3485, 2.4020)  -0.9401
H (2.8545, -0.2506, 3.1313)  0.4882
H (2.2170, 0.5508, 1.9822)  0.4461
O (-4.2822, 0.3898, -1.7171)  -0.9901
H (-3.6880, 1.0354, -2.1060)  0.4709
H (-5.1338, 0.5480, -2.1576)  0.5412
O (3.6678, -1.1624, -0.0496)  -0.9534
H (2.7312, -0.9878, -0.2585)  0.4524
H (3.7115, -1.2672, 0.9045)  0.4789
O (-0.8090, -1.4856, -3.3163)  -1.0122
H (-1.0623, -2.1326, -2.6438)  0.5138
H (-1.2926, -1.7592, -4.1156)  0.5586
O (2.0308, -0.7395, -3.6781)  -1.0120
H (2.6910, -0.1799, -4.1207)  0.5410
H (2.1683, -1.6248, -4.0553)  0.5573
O (-1.3891, -1.0002, 3.3813)  -0.9264
H (-2.0361, -0.2859, 3.3604)  0.4442
H (-1.0583, -1.0997, 2.4593)  0.4615

Values from the calculation:
Kohn-Sham gap (alpha / beta)	7.0 / 6.6	eV
net charge	+4
HOMO (alpha / beta)	-20.855 / -20.853	eV
<S²>	8.75
multiplicity	6

=====

This record from OMol25 describes a 14-piece molecular cluster, H27O14 overall at a distorted geometry. The level of theory is ωB97M-V with the def2-TZVPD basis set.

Last column: natural (NBO) charge in e.
Atoms and positions in Å:
O (-3.0719, 1.0541, 1.5741)  -0.9588
H (-2.3550, -1.4841, -0.8225)  0.4469
O (-1.0871, -1.0492, -1.3188)  -0.5747
H (-3.9606, 1.4206, 1.5938)  0.4889
H (-0.7662, -2.3628, -3.8898)  0.4602
O (-0.2162, 1.7919, 2.4412)  -0.9232
H (-1.8808, -1.6324, -3.1003)  0.4778
H (2.5252, -4.0635, 0.1002)  0.4915
O (2.1439, -3.2044, 0.2917)  -0.9590
H (-1.7061, -4.7915, 1.3563)  0.4860
H (1.2586, -3.2667, 0.6461)  0.4735
O (-0.9901, -4.9239, 0.7321)  -0.9335
H (4.9623, -1.8973, -0.6298)  0.4663
H (0.2203, -0.2429, -0.4478)  0.4547
O (1.1663, -0.0522, -0.3792)  -0.9437
H (-3.8793, -0.8905, -1.2253)  0.4940
H (-1.3072, 4.6390, 0.9600)  0.4689
O (4.1789, -1.3619, -0.7729)  -0.9622
H (-1.5171, 1.1323, 4.4370)  0.4538
H (1.6201, -0.2342, -1.2149)  0.5037
O (-1.5722, -1.8692, -3.9841)  -0.9408
H (-0.0547, 0.8623, 2.2254)  0.4712
H (1.4527, -1.0718, -3.2410)  0.4722
O (-2.1362, 1.8442, 4.2480)  -0.9471
H (-2.1701, 1.7326, 3.2855)  0.4851
H (-0.3739, 2.0873, 1.5379)  0.4540
O (1.8561, 4.1732, 2.7873)  -0.9493
H (1.0261, 3.7063, 2.9283)  0.4808
H (1.8330, 4.5705, 1.9136)  0.4680
O (-1.4865, 4.2206, 0.1065)  -0.9133
H (3.4810, -1.7636, -0.2377)  0.4905
H (0.8954, 0.3362, -3.4578)  0.4860
O (-3.3420, -1.6273, -0.9148)  -0.8447
H (3.8279, 2.3620, -1.5033)  0.4838
H (-1.1340, 3.3460, 0.2969)  0.4462
O (1.6899, -0.1404, -3.1885)  -0.9400
H (-0.7041, -4.1028, 0.3381)  0.4489
H (-3.0356, 0.4082, 0.8625)  0.4742
O (2.9269, 2.4448, -1.8081)  -0.9673
H (-0.6968, -1.7655, -0.7781)  0.4479
H (2.3789, 1.6661, -1.7478)  0.4825

Values from the calculation:
Kohn-Sham gap (alpha / beta)	9.5 / 5.4	eV
HOMO (alpha / beta)	-10.568 / -10.567	eV
<S²>	0.76
multiplicity	2

=====

This record from OMol25 describes H28Mg2O26S3 as an isolated structure at a distorted geometry. The level of theory is ωB97M-V with the def2-TZVPD basis set.

Last column: natural (NBO) charge in e.
Atoms and positions in Å:
Mg (1.0720, 0.8452, -2.4384)  1.8061
Mg (-2.4905, 1.7087, 0.9714)  1.8088
S (0.2989, 0.0438, 0.5851)  2.7140
O (1.1415, 0.6664, 1.6436)  -1.1126
O (0.2222, -1.3612, 0.8387)  -1.0607
O (-1.0687, 0.5658, 0.6226)  -1.1612
O (0.9645, 0.1914, -0.7142)  -1.1109
S (0.1799, -1.5323, -4.2998)  2.6202
O (-0.4512, -0.6667, -5.2707)  -1.1040
O (1.2642, -2.2948, -4.9163)  -1.1117
O (0.6000, -0.7282, -3.1557)  -1.2579
O (-0.8493, -2.4145, -3.7449)  -1.0762
S (-1.7229, 2.5757, -2.0269)  2.6566
O (-2.5856, 2.1959, -0.9087)  -1.2126
O (-0.7760, 1.5002, -2.3121)  -1.1749
O (-2.4151, 2.8140, -3.3013)  -1.0266
O (-0.8968, 3.7199, -1.7095)  -1.1191
O (1.0720, 0.0958, 4.1435)  -0.9815
H (1.1358, 0.3476, 3.2222)  0.4948
H (0.3954, -0.5810, 4.1611)  0.4519
O (-2.2301, -0.6960, -1.8682)  -0.9386
H (-1.5385, -0.0622, -2.0584)  0.4913
H (-2.5205, -0.4760, -0.9831)  0.4224
O (3.2470, 1.5542, 0.5681)  -1.0064
H (2.5290, 1.0984, 1.0074)  0.5014
H (3.8493, 0.8577, 0.3068)  0.4684
O (-2.6298, 0.8908, 2.7784)  -0.9857
H (-3.4077, 0.9711, 3.3303)  0.4855
H (-2.0097, 0.3906, 3.3089)  0.5236
O (3.0273, 0.3360, -2.6816)  -0.9667
H (3.4395, 0.0008, -3.4778)  0.5134
H (3.7405, 0.7556, -2.2005)  0.4783
O (-1.0918, -3.0381, -0.9601)  -0.9179
H (-0.7716, -2.3517, -0.3747)  0.4659
H (-0.6586, -3.8352, -0.6549)  0.4431
O (-3.7674, 0.1382, 0.5047)  -0.9701
H (-4.2743, -0.3686, 1.1391)  0.4899
H (-4.3989, 0.3711, -0.1759)  0.5170
O (-1.4537, -2.2581, 2.3456)  -0.9414
H (-1.8253, -1.7515, 3.0677)  0.4092
H (-0.8123, -1.6710, 1.9455)  0.4760
O (-1.3540, 3.2547, 1.5853)  -1.0031
H (-1.8020, 4.0992, 1.6330)  0.4856
H (-0.5609, 3.3739, 2.1079)  0.5177
O (2.7035, -2.3080, -1.4463)  -0.9950
H (2.2293, -2.7597, -2.1444)  0.5017
H (2.2556, -1.4668, -1.3572)  0.4880
O (1.2110, 3.4449, 2.5886)  -0.9449
H (1.1161, 4.2071, 2.0174)  0.4615
H (1.3642, 2.7139, 1.9900)  0.5102
O (-0.0287, -5.1136, 0.9584)  -0.9484
H (0.3627, -4.2422, 1.0184)  0.4889
H (0.1416, -5.5124, 1.8118)  0.4584
O (1.5440, -2.4944, 2.7301)  -0.9867
H (2.4556, -2.3242, 2.4928)  0.4595
H (1.0350, -2.1198, 2.0112)  0.4894
O (1.8456, 2.5600, -1.5906)  -1.0011
H (2.3235, 2.6974, -0.7727)  0.5130
H (1.6253, 3.4418, -1.8909)  0.5040

Values from the calculation:
Kohn-Sham gap	2.3	eV
net charge	-2
HOMO	-0.102	eV
multiplicity	1

=====

This record from OMol25 describes a 13-piece molecular cluster, H28N6O22S5 overall at a distorted geometry. The level of theory is ωB97M-V with the def2-TZVPD basis set.

Last column: natural (NBO) charge in e.
Atoms and positions in Å:
N (1.9353, 9.0899, -13.4139)  -0.9004
H (2.7504, 9.6703, -13.2768)  0.4412
H (1.1458, 9.7141, -13.4988)  0.4803
H (1.8347, 8.6035, -12.5344)  0.3694
H (1.9628, 8.5318, -14.2552)  0.4880
N (-2.8131, 7.8207, -12.4906)  -0.8770
H (-2.4925, 8.7746, -12.5759)  0.4695
H (-2.9301, 7.4072, -13.4046)  0.5012
H (-3.6951, 7.8962, -12.0043)  0.4379
H (-2.1107, 7.3250, -11.9605)  0.3947
N (-0.0336, 4.4126, -16.5101)  -0.8661
H (-0.0638, 3.6981, -15.7969)  0.4142
H (0.6869, 5.0995, -16.3392)  0.4629
H (-0.8976, 4.9351, -16.5339)  0.4798
H (0.1828, 4.0412, -17.4241)  0.4866
N (-2.5610, 9.1267, -23.4976)  -0.8552
H (-3.4755, 8.6988, -23.5244)  0.4168
H (-2.7161, 9.9421, -22.9221)  0.4645
H (-2.2966, 9.4553, -24.4154)  0.4345
H (-1.9161, 8.5511, -22.9753)  0.5123
N (-1.3605, 8.7998, -18.1565)  -0.8636
H (-2.0631, 8.3289, -17.6045)  0.4468
H (-1.5758, 9.7865, -18.1428)  0.4717
H (-1.4143, 8.3623, -19.0652)  0.4631
H (-0.4162, 8.6130, -17.8509)  0.4727
N (-4.0616, 13.9204, -19.1763)  -0.8716
H (-3.7636, 13.4550, -18.3309)  0.4903
H (-3.2281, 13.7927, -19.7322)  0.5130
H (-4.4371, 14.8518, -19.0685)  0.4199
H (-4.8403, 13.4017, -19.5566)  0.4175
S (-4.8894, 5.7901, -16.0925)  2.6117
O (-4.7385, 5.0432, -17.3380)  -1.1056
O (-3.6698, 6.5224, -15.9179)  -1.1907
O (-6.0067, 6.7202, -16.1265)  -1.1214
O (-5.0542, 4.8332, -14.9858)  -1.1651
S (-0.5322, 5.1272, -21.6950)  2.6193
O (0.2991, 4.8722, -22.8479)  -1.1292
O (-0.0220, 4.4092, -20.5636)  -1.1443
O (-0.6067, 6.6070, -21.4451)  -1.1693
O (-1.8579, 4.5840, -21.9451)  -1.1510
S (-1.3215, 12.2656, -15.1034)  2.5838
O (-2.4660, 12.0332, -16.0034)  -1.1581
O (-0.1101, 12.1075, -15.9147)  -1.0658
O (-1.4492, 13.5524, -14.3855)  -1.1189
O (-1.3524, 11.2080, -14.0803)  -1.2131
S (3.3862, 8.1834, -17.7842)  2.6101
O (3.1340, 9.5550, -18.0586)  -1.0597
O (4.5457, 8.1051, -16.9444)  -1.1360
O (2.2159, 7.6388, -17.1179)  -1.1905
O (3.6032, 7.4951, -19.0768)  -1.0580
S (-0.3638, 12.8069, -21.3678)  2.6189
O (0.4082, 12.5376, -22.5887)  -1.1217
O (-1.3273, 11.8283, -21.0609)  -1.1747
O (0.6293, 12.9667, -20.2943)  -1.0917
O (-1.1123, 14.0335, -21.5028)  -1.1942
O (-5.5408, 9.0150, -19.9940)  -0.9067
H (-5.7736, 8.7699, -20.8896)  0.4492
H (-6.3410, 9.3976, -19.6342)  0.4583
O (2.2755, 9.2244, -22.2342)  -0.9760
H (2.6159, 9.4186, -21.3609)  0.4936
H (1.5654, 8.6009, -22.0819)  0.4821

Values from the calculation:
Kohn-Sham gap	1.8	eV
net charge	-4
HOMO	3.169	eV
multiplicity	1

=====

This record from OMol25 describes a 15-piece molecular cluster, H28NO17 overall at a distorted geometry. The level of theory is ωB97M-V with the def2-TZVPD basis set.

Last column: natural (NBO) charge in e.
Atoms and positions in Å:
N (10.5245, 12.5059, -8.7732)  0.7109
O (9.3351, 12.7127, -9.0838)  -0.5798
O (11.3611, 13.3692, -9.0062)  -0.5122
O (10.9637, 11.3416, -8.8587)  -0.5315
O (7.6157, 10.4417, -8.8513)  -0.9423
H (8.1013, 11.1841, -9.1458)  0.4844
H (6.7701, 10.9230, -8.8379)  0.4601
O (9.6617, 9.1326, -7.6316)  -0.9685
H (10.3169, 9.8034, -7.8284)  0.4666
H (8.9337, 9.6720, -7.9086)  0.4759
O (11.5265, 8.6997, -9.8857)  -0.9660
H (10.8672, 9.3747, -9.8836)  0.4654
H (11.8632, 8.7246, -8.9682)  0.4924
O (14.1277, 10.3310, -9.4283)  -0.9755
H (13.2276, 10.1051, -9.6843)  0.4945
H (14.0437, 10.8748, -8.6043)  0.4710
O (9.9584, 15.3920, -10.2373)  -0.9898
H (9.9306, 14.5265, -9.8334)  0.4979
H (10.2042, 16.0816, -9.5542)  0.4962
O (12.7638, 8.9351, -7.2769)  -0.9679
H (12.5395, 8.2018, -6.6495)  0.4718
H (12.4577, 9.7138, -6.8494)  0.4915
O (9.1656, 15.5813, -7.1739)  -1.0115
H (8.6771, 14.7821, -7.1502)  0.4703
H (10.0869, 15.3637, -6.8797)  0.4778
O (11.4745, 14.9939, -6.1903)  -0.9368
H (12.1823, 15.0874, -6.8381)  0.4942
H (11.5091, 14.1186, -5.8051)  0.4892
O (13.5397, 12.6405, -7.3838)  -1.0018
H (14.3272, 13.2081, -7.3332)  0.4931
H (12.9198, 13.0416, -8.0021)  0.5171
O (11.9749, 11.1108, -5.8172)  -0.9791
H (11.1285, 11.5271, -5.8970)  0.4675
H (12.5974, 11.6729, -6.3350)  0.5023
O (7.4458, 13.5322, -7.2591)  -0.9512
H (8.1006, 13.2832, -7.9004)  0.4842
H (6.6854, 13.3931, -7.7947)  0.4616
O (11.7697, 11.5465, -11.7058)  -0.9526
H (11.9543, 12.4117, -12.0154)  0.4827
H (11.1511, 11.6077, -10.9528)  0.4637
O (12.1541, 14.3704, -11.7635)  -0.9912
H (11.3433, 14.6273, -11.2768)  0.5143
H (12.5438, 15.1827, -12.0566)  0.4772
O (14.1090, 14.2228, -9.7246)  -0.9957
H (14.6290, 13.4216, -9.7592)  0.4735
H (13.3705, 14.0324, -10.3405)  0.5059

Values from the calculation:
Kohn-Sham gap	9.6	eV
net charge	-1
HOMO	-7.233	eV
multiplicity	1

=====

This record from OMol25 describes a 14-piece molecular cluster, H28O14 overall at a distorted geometry. The level of theory is ωB97M-V with the def2-TZVPD basis set.

Last column: natural (NBO) charge in e.
Atoms and positions in Å:
O (25.5574, 5.1636, 7.1026)  -1.0128
H (25.4669, 6.1183, 7.1646)  0.4982
H (24.7686, 4.8085, 7.4242)  0.4943
O (28.1312, 6.8103, 8.0098)  -0.9863
H (28.1022, 7.0768, 8.9530)  0.4763
H (28.2318, 5.8709, 8.0646)  0.5049
O (22.4652, 3.0712, 9.4928)  -0.9663
H (22.8204, 3.2687, 8.6084)  0.4882
H (21.5316, 3.2259, 9.3315)  0.4715
O (25.4399, 7.8111, 7.5097)  -0.9598
H (26.3005, 8.2526, 7.6173)  0.5113
H (25.1298, 7.7230, 8.4001)  0.4992
O (27.8285, 7.2074, 5.4264)  -0.9581
H (27.9083, 6.4768, 4.8331)  0.4707
H (27.7885, 6.8110, 6.3274)  0.4928
O (25.3577, 5.9726, 9.8465)  -0.9386
H (25.5392, 5.5484, 9.0379)  0.4778
H (26.2065, 6.3089, 10.1029)  0.4506
O (25.3296, 3.0807, 9.6711)  -0.9668
H (26.0534, 3.2745, 10.2504)  0.4815
H (24.6310, 2.8962, 10.2783)  0.5075
O (22.9121, 8.3423, 6.9297)  -0.9632
H (23.8534, 8.2636, 7.0679)  0.4785
H (22.9292, 8.6624, 6.0150)  0.4656
O (28.1910, 4.0712, 8.1699)  -0.9582
H (28.7426, 3.7707, 7.4632)  0.4814
H (27.3309, 3.7250, 7.9116)  0.5011
O (25.5525, 7.9474, 4.2532)  -0.9559
H (26.2123, 7.5132, 4.7513)  0.4799
H (24.7690, 7.4049, 4.3645)  0.4505
O (25.6765, 3.6991, 4.6709)  -0.9633
H (26.0547, 2.8171, 4.7879)  0.4663
H (25.9142, 4.1715, 5.4360)  0.4885
O (26.4073, 1.8702, 7.4703)  -0.9701
H (25.9545, 2.3484, 8.1558)  0.4925
H (25.7092, 1.2153, 7.2575)  0.4599
O (22.7189, 5.3320, 7.3579)  -0.9551
H (23.0351, 6.0146, 6.7888)  0.4875
H (22.3761, 4.6138, 6.8510)  0.4711
O (23.0604, 2.5939, 6.7445)  -0.9606
H (23.7253, 1.8976, 6.7179)  0.4789
H (22.9606, 2.8441, 5.8202)  0.4883

Values from the calculation:
Kohn-Sham gap	10.6	eV
HOMO	-10.761	eV
multiplicity	1

=====

Question: Look up the multiplicity of the sixth one.
Answer: 1